30
Properties=species:S:1:pos:R:3:lowdin_charge:R:1 method="wB97M-V/def2-TZVPD" homo_ev=-5.0599 spin_multiplicity=1 lumo_ev=3.12 total_charge=-1 orbital_gap_ev=8.1822
C -3.22 -0.39 1.51 -0.1741
C -2.98 -1.54 0.32 -0.2298
C -1.85 -0.87 -0.71 -0.2791
N -0.52 -1.02 -0.01 -0.0697
B 0.67 -0.61 -0.86 -0.7748
C 1.78 0.05 0.15 -0.0513
C 1.67 1.56 0.84 -0.0162
C 2.73 2.22 1.89 -0.1394
N 3.93 1.45 2.32 -0.0784
C 4.10 0.10 1.71 -0.1657
C 3.17 -0.73 0.67 -0.0150
P 0.26 0.58 -2.30 0.7436
O 1.67 1.05 -2.94 -0.4345
O -0.61 -0.21 -3.63 -0.2668
O -0.57 2.04 -1.84 -0.2716
H -2.17 0.10 1.79 0.0738
H -3.88 0.52 1.11 0.0715
H -3.67 -0.85 2.50 0.0605
H -4.01 -1.69 -0.19 0.0904
H -2.58 -2.51 0.85 0.1005
H -2.20 0.26 -0.84 0.1117
H -1.90 -1.45 -1.73 0.1094
H -0.40 -2.04 0.22 0.0952
H 1.14 -1.60 -1.34 0.0765
H 0.72 2.21 0.56 0.0711
H 2.51 3.29 2.32 0.0834
H 5.06 -0.50 2.09 0.0805
H 3.43 -1.82 0.28 0.0864
H -1.41 0.36 -3.83 0.0620
H -0.90 2.01 -0.89 0.0499